Here is 19 unconnected molecules or ions with the total composition C44H129N3O35 at a distorted geometry from OMol25. Energies are from ωB97M-V/def2-TZVPD.

XYZ file:
```
211
Properties=species:S:1:pos:R:3:forces:R:3
C 6.245833 -1.173412 -0.592960 0.4 -0.6 0.6
C 5.796278 -0.294398 0.548033 0.5 0.2 -0.6
O 5.108912 0.806845 0.028255 0.2 0.6 0.0
O 5.152450 -1.943786 -1.100966 0.0 1.7 -0.6
H 7.025314 -1.805001 -0.129071 -0.1 -0.2 -0.7
H 6.693384 -0.580312 -1.420240 -0.4 -0.3 0.6
H 6.713991 0.003820 1.060818 0.0 0.3 0.3
H 5.161969 -0.831558 1.257377 0.2 -0.2 0.0
H 4.221744 0.732133 0.365594 -0.9 0.3 0.2
H 5.180215 -2.808968 -0.750103 0.3 -1.9 0.4
C 5.239259 1.681877 4.436475 2.2 -0.9 1.2
C 5.055273 3.143309 4.270975 0.0 0.8 -0.7
O 3.685408 3.456661 4.080272 -0.5 -0.2 0.1
O 4.754819 1.202617 5.675249 -0.3 -0.2 0.2
H 6.355955 1.451223 4.498135 -1.2 0.5 -0.2
H 4.903695 1.077779 3.607145 -0.6 0.0 -0.5
H 5.688598 3.578124 3.499164 -0.2 -0.4 -0.8
H 5.401287 3.701376 5.107447 0.3 0.0 1.4
H 3.615798 4.217754 3.498833 0.1 0.3 -0.4
H 3.809400 1.396326 5.820712 0.3 0.2 -0.2
C -0.804019 -1.522015 -5.773181 1.5 -0.3 0.4
C -1.235431 -2.410204 -4.597880 -0.7 2.0 0.1
O -1.158673 -1.590780 -3.347854 -1.2 -1.0 -1.3
O 0.573659 -1.122284 -5.553380 -0.5 -0.6 -0.6
H -1.359672 -0.596046 -5.806399 -0.7 0.0 -0.1
H -0.866638 -2.054203 -6.766497 0.2 0.5 1.1
H -0.544446 -3.220312 -4.479069 0.2 -0.7 -0.1
H -2.271461 -2.728417 -4.816811 0.4 -0.1 0.5
H -1.954732 -1.860493 -2.789501 0.7 0.2 -0.3
H 0.609392 -0.607702 -4.738069 0.0 0.3 0.1
C 2.471139 -1.737715 -2.914924 1.1 -0.2 -1.1
C 2.725617 -0.291214 -2.545354 -0.6 0.7 1.1
O 1.695990 0.609564 -3.002789 -0.6 -0.3 1.4
O 1.273357 -2.338911 -2.478576 -0.4 1.0 -0.2
H 3.269563 -2.346197 -2.462794 0.0 0.3 -0.6
H 2.475592 -1.764814 -4.051012 0.3 -0.3 1.2
H 3.625769 0.024584 -3.013762 1.0 0.0 -0.7
H 2.929073 -0.081131 -1.471329 -0.4 -0.6 -0.5
H 1.212061 0.829190 -2.153366 0.3 -0.2 -1.3
H 0.566094 -1.896313 -2.986238 -0.5 -0.4 0.7
C 2.207623 -0.742399 2.005170 1.0 1.7 1.5
C 2.150857 -2.126841 1.497722 2.0 0.3 0.5
O 3.435766 -2.618770 1.135851 0.6 0.0 -0.4
O 2.484447 0.371553 1.087658 -0.1 -1.5 1.1
H 3.058159 -0.681195 2.740688 -1.0 -0.2 -0.4
H 1.246480 -0.576104 2.532165 0.5 0.1 -0.1
H 1.460296 -2.267602 0.734322 -1.2 -0.2 -1.5
H 1.870466 -2.680666 2.375973 -0.3 -0.5 0.3
H 3.870263 -2.083031 0.436300 -0.7 -0.1 0.3
H 1.654837 0.450474 0.611045 -0.4 0.3 -0.9
C -5.996935 0.058530 1.093398 0.1 1.0 0.9
C -4.586520 0.111398 0.600125 0.9 1.0 0.8
O -3.909030 1.425767 0.724458 -1.2 -1.9 0.5
O -5.997591 0.351861 2.507135 -0.3 -0.3 -0.5
H -6.318664 -0.963549 0.998890 -0.4 -0.4 -0.2
H -6.670895 0.752869 0.558694 0.2 -0.3 0.2
H -4.597154 -0.181833 -0.427233 0.3 -0.3 -0.7
H -4.032918 -0.567947 1.249695 0.3 -0.1 -0.4
H -4.235791 1.893423 -0.044512 -0.1 1.0 -0.7
H -5.560650 1.198875 2.565914 0.2 0.6 0.3
C 1.300711 -2.573868 6.287092 -1.1 -1.9 0.0
C 2.653858 -2.465728 6.871922 0.6 1.1 0.0
O 2.750238 -3.198451 8.036275 0.2 1.0 1.9
O 1.324788 -2.018101 5.005438 -1.4 0.4 -0.6
H 0.600618 -2.152442 7.033508 -0.1 0.3 -0.6
H 1.019824 -3.675007 6.235353 0.2 0.8 0.0
H 2.786241 -1.415839 7.170933 0.4 -0.2 -0.3
H 3.418229 -2.775582 6.168323 0.2 0.2 -0.4
H 2.724012 -4.106862 7.846928 -0.1 -1.9 -0.4
H 0.398073 -1.984634 4.637901 1.0 0.1 0.3
C -4.310458 2.419288 -2.968793 -0.7 -0.8 1.9
C -4.644669 0.920392 -3.119773 -0.3 1.7 0.6
O -6.049641 0.747666 -2.858652 1.0 0.3 -0.4
O -4.909651 2.862476 -1.662609 1.1 -0.5 -1.5
H -4.732102 3.016448 -3.747083 -0.3 0.4 -0.6
H -3.235133 2.568212 -2.940049 0.0 0.1 0.1
H -4.061715 0.408122 -2.364035 0.2 -0.4 0.2
H -4.347433 0.579455 -4.092825 0.0 -0.3 -0.7
H -6.090940 -0.172997 -2.589878 -0.4 -0.5 0.0
H -5.813446 2.549742 -1.781068 -0.3 0.0 0.3
C -2.027689 -0.760457 4.754068 -0.4 0.7 -0.6
C -3.398455 -1.366157 4.959094 -0.2 -0.4 0.1
O -4.160549 -1.526327 3.741337 0.6 0.2 0.4
O -1.202471 -1.492210 3.887347 0.5 -0.8 0.0
H -1.453893 -0.728066 5.681024 -0.4 0.2 0.3
H -2.234710 0.276329 4.410958 0.6 -0.3 0.0
H -3.892105 -0.701107 5.661231 -0.4 0.1 0.1
H -3.353245 -2.340900 5.457872 0.1 0.0 -0.4
H -4.702573 -0.743354 3.533909 0.1 -0.2 0.2
H -1.288442 -1.311301 2.941644 -0.4 0.7 0.0
C 2.239510 -5.395957 -1.471770 2.6 -2.2 -0.9
C 3.533302 -5.864525 -0.741611 -1.1 -0.3 2.0
O 4.224999 -4.760855 -0.282008 1.7 0.5 0.1
O 1.617510 -4.330794 -0.918696 -1.3 0.6 1.9
H 1.704258 -6.335680 -1.518460 -1.1 0.0 -0.3
H 2.617774 -5.136449 -2.450617 -0.3 0.1 -0.7
H 4.233916 -6.357823 -1.404051 -0.3 -0.4 -0.4
H 3.297220 -6.637596 0.120746 0.3 1.4 -1.3
H 3.753716 -4.134604 0.282374 -0.8 -0.1 0.3
H 1.436901 -3.626403 -1.572336 0.0 0.2 -0.2
C 1.503036 1.344232 4.937524 0.0 0.0 -0.5
C 0.662027 2.292623 4.089854 -0.9 -1.8 1.2
O 0.064447 1.603779 3.003543 0.6 0.2 -1.1
O 2.033139 2.079131 6.022235 -0.1 -0.1 0.5
H 2.304376 0.942084 4.334382 0.6 0.0 -0.5
H 1.005942 0.426988 5.255074 -0.4 0.4 0.5
H 1.357471 3.071258 3.805294 -0.4 0.6 -0.1
H -0.210608 2.576970 4.706525 0.6 0.6 -0.3
H 0.787677 1.296605 2.417337 -0.5 0.3 0.3
H 2.250894 2.959944 5.681399 0.3 -0.2 0.0
C -1.211370 -0.949123 -0.138740 -1.2 1.1 -0.6
C -1.052974 0.534034 -0.511251 1.2 -0.3 2.3
O 0.387196 0.899030 -0.458258 -1.6 0.4 0.0
O -0.928909 -1.233803 1.213115 0.0 0.5 0.1
H -0.652569 -1.515932 -0.839144 1.1 -0.8 -0.4
H -2.251677 -1.183288 -0.407494 0.2 0.1 0.5
H -1.665092 1.120111 0.220559 0.8 -0.2 -0.6
H -1.365621 0.750165 -1.505586 -0.6 -0.2 -0.9
H 0.402679 1.868282 -0.303617 0.3 0.0 0.1
H -0.839372 -2.194287 1.361486 0.2 -0.2 -0.7
C -5.065770 -5.365965 1.748680 1.4 1.1 -0.1
C -5.101828 -3.827881 1.976221 0.2 -1.4 1.2
O -3.841210 -3.325774 1.563736 0.1 1.0 -0.5
O -4.774613 -5.700445 0.382407 0.9 0.2 -0.2
H -5.959386 -5.916143 1.857373 -1.4 0.0 0.8
H -4.344384 -5.693171 2.521648 0.0 -0.4 -0.9
H -5.107890 -3.611095 3.057118 -0.7 -0.4 -0.2
H -5.990805 -3.377400 1.541162 0.1 0.4 -0.6
H -3.634004 -2.594491 2.189887 -0.1 -0.5 -0.3
H -3.836256 -5.571237 0.129338 -0.7 -0.1 0.8
C 2.668895 5.196414 0.899876 -1.1 0.9 2.2
C 2.005235 3.860260 1.154536 -0.5 -0.3 0.1
O 0.848736 3.681789 0.320333 0.3 0.0 0.2
O 3.751621 5.283602 1.875722 -1.0 -0.9 -0.7
H 1.878453 6.016397 1.106368 1.1 -1.2 -0.2
H 3.001256 5.351349 -0.086232 0.7 -0.1 -1.3
H 1.715981 3.857915 2.188905 -0.5 0.4 0.5
H 2.648177 2.969525 1.174001 0.2 0.3 -1.0
H 0.079848 4.099513 0.776759 0.3 -0.3 -0.2
H 4.065982 6.170303 1.916136 0.4 1.0 0.0
C -0.792220 -6.045569 2.237592 0.7 0.9 0.2
C -0.062880 -4.718161 2.348233 -0.9 -0.3 0.8
O -0.319931 -3.903878 1.241845 1.0 -0.6 -2.1
O -2.144955 -5.805082 1.881271 1.0 -0.6 0.2
H -0.711231 -6.462237 3.229154 -0.2 -0.8 0.2
H -0.214133 -6.594575 1.501686 -0.4 -0.8 -0.3
H 0.965327 -4.831210 2.545052 1.6 -0.5 -0.3
H -0.373969 -4.227885 3.244177 -0.8 0.8 0.5
H 0.291120 -4.241635 0.484446 -1.1 1.0 1.1
H -2.020221 -4.948098 1.475300 -0.9 0.8 -0.5
C -3.323164 4.068316 3.051403 -0.5 0.6 0.6
C -2.601850 4.547464 1.809938 -0.9 -1.1 -0.6
O -1.249093 4.294354 1.975645 1.9 -0.3 0.1
O -2.959753 2.706317 3.224303 -0.9 -0.7 -0.5
H -4.418401 4.235799 3.012461 0.4 -0.2 -0.3
H -2.991349 4.560382 3.973295 0.2 0.1 -0.3
H -2.718800 5.556477 1.436992 -0.2 0.4 0.6
H -3.006789 3.914766 0.999514 0.1 0.1 -0.1
H -1.080284 3.395822 2.350933 -0.6 0.5 -0.2
H -3.375252 2.190924 2.487148 0.6 0.5 0.5
C 6.645529 4.362975 -4.798398 -0.5 -1.0 1.3
C 5.559015 4.967311 -3.945132 0.3 -0.9 1.9
C 4.348425 3.999718 -3.778325 0.2 1.5 0.3
O 3.633414 3.868933 -5.010725 0.8 -0.3 0.8
C 3.680070 2.537340 -5.531574 -0.9 0.8 -0.4
N 6.018464 5.340811 -2.514695 0.8 -1.4 -2.2
H 7.392855 5.121117 -4.925407 0.8 0.1 -0.4
H 6.128230 4.153573 -5.746826 0.7 -0.4 0.1
H 7.050150 3.459443 -4.226455 -0.3 1.0 -1.2
H 5.246943 5.857568 -4.457263 -0.6 0.5 -0.2
H 3.763588 4.531644 -2.996797 -0.4 -0.6 -0.5
H 4.618625 3.019510 -3.373907 0.2 0.2 0.0
H 3.283824 2.682631 -6.516806 -0.2 -0.2 -0.8
H 2.936431 1.926250 -5.011045 0.6 -0.4 0.3
H 4.682355 2.112164 -5.666491 -0.1 0.1 0.6
H 7.045033 5.512931 -2.513784 -1.2 0.0 0.0
H 5.530292 6.180942 -2.316726 -0.1 0.9 0.6
C -3.850241 -4.578375 -3.062077 -0.9 -0.5 1.5
C -4.386146 -3.213810 -2.708321 0.5 1.6 1.0
C -5.754275 -3.242624 -2.089584 -1.5 0.2 -1.6
O -6.193703 -1.865135 -1.905922 0.2 -0.6 -0.7
C -7.558310 -1.709116 -1.589160 -1.0 -1.2 0.6
N -3.430287 -2.442651 -1.816791 0.2 -1.4 -0.7
H -4.655212 -5.232315 -3.449216 0.3 0.2 0.5
H -3.386787 -4.996763 -2.125577 -0.5 0.0 -1.0
H -3.133590 -4.543669 -3.827993 1.2 0.2 -0.8
H -4.479534 -2.508129 -3.518586 0.0 -0.2 -1.0
H -5.713420 -3.648280 -1.130488 0.0 -1.1 1.7
H -6.483979 -3.875081 -2.725773 0.9 1.2 0.8
H -7.887079 -2.499964 -0.858078 0.3 0.7 -0.4
H -8.253082 -1.820158 -2.461643 0.7 0.3 0.4
H -7.655820 -0.736578 -1.103347 -0.2 -0.1 -0.3
H -3.097813 -3.009496 -1.030716 -0.3 0.0 -0.2
H -3.906422 -1.655982 -1.412836 -0.3 0.2 0.1
C -0.875026 5.108631 -2.945995 -0.9 0.6 -1.5
C 0.226032 4.695591 -3.948796 -1.6 -0.8 -0.3
C -0.353486 3.940094 -5.208207 -1.4 1.1 1.8
O -1.340242 2.980043 -4.890621 -1.3 0.2 -0.5
C -0.888823 1.734533 -4.430098 2.2 2.0 0.5
N 1.011072 5.743332 -4.489220 0.4 -0.4 -1.3
H -1.350064 4.203028 -2.558318 0.2 0.1 0.1
H -1.711193 5.665395 -3.477707 1.0 -0.4 0.6
H -0.501648 5.729014 -2.122002 0.0 -0.2 -0.2
H 0.836401 4.021389 -3.388624 0.7 -0.8 0.4
H 0.444938 3.506820 -5.722115 1.6 -0.9 -0.9
H -0.806585 4.676356 -5.895285 0.0 -0.2 0.5
H -1.694632 1.063097 -4.310201 -0.9 -0.6 0.4
H -0.269848 1.942313 -3.528504 -0.7 -0.7 0.0
H -0.170535 1.342134 -5.125902 0.3 -0.5 -0.6
H 0.983153 6.585876 -4.008355 0.2 1.5 1.0
H 1.940807 5.431199 -4.728961 0.1 0.2 0.1
```
Forces are in eV/Å.

Results
relative energy (zero: lowest compared OMol25 entry of this formula, charge and spin) = 0.00 kJ/mol
total energy = -4551.20109 Eh
orbital gap = 8.749 eV
lowest unoccupied orbital energy = 0.30 eV
F_max = 3.53 eV/Å